The following is a quantum chemistry calculation of a cluster of 3 separate species, C33H57N4O5 in total in a non-equilibrium geometry, from the OMol25 dataset.

Positions of all 99 atoms, in Å:
C 1.27118 -0.96016 7.15771
C 0.85354 -1.85629 5.85065
C 0.67611 -3.35793 6.46495
C -0.55209 -1.25482 5.37113
C -0.85846 -1.28790 3.80400
C -1.84343 -0.03700 3.42560
C -2.94995 0.26788 4.52735
C -2.71970 1.52204 5.45445
C -3.67503 1.93454 6.59769
C -4.94425 1.08337 6.90401
C -5.20490 -0.15146 5.97287
C -4.22822 -0.54879 4.81690
C -1.48237 -2.64347 3.23836
C -0.80197 -4.05008 3.32289
C -1.37500 -5.36674 2.77476
N -2.63595 -5.39414 2.12084
C -3.27368 -4.13660 1.98731
C -2.85777 -2.73493 2.46557
C 0.48475 -1.01640 2.89657
C 1.77131 -0.72614 3.81368
C 3.06600 -0.87678 2.81811
C 1.83313 0.82387 4.30973
N 1.98941 -1.72227 4.90207
O 2.35527 -2.85204 4.33434
H 1.33093 0.15444 6.92801
H 0.37588 -1.08174 7.88365
H 2.18046 -1.39402 7.69032
H 0.33612 -3.19254 7.56014
H -0.16700 -3.94337 5.97193
H 1.66722 -3.92162 6.54182
H -1.45733 -1.71464 5.92680
H -0.54502 -0.14618 5.70685
H -1.13580 0.88053 3.41789
H -2.24137 -0.10727 2.35058
H -1.79201 2.15924 5.26734
H -3.46268 2.86209 7.23854
H -5.64950 1.34591 7.76524
H -6.13012 -0.76621 6.21491
H -4.48446 -1.46089 4.19207
H 0.21148 -4.11470 3.86601
H -0.78161 -6.34655 2.88556
H -4.27991 -4.16582 1.42170
H -3.50426 -1.80360 2.28365
H 0.71500 -1.98146 2.30674
H 0.32061 -0.16646 2.14287
H 3.26932 0.09987 2.24915
H 2.92561 -1.73240 2.07339
H 3.98016 -1.03124 3.50458
H 0.84381 1.19494 4.74028
H 2.73321 1.00236 5.01212
H 2.05211 1.45657 3.37149
C 1.38804 -2.27427 -2.21933
O 0.66342 -1.09741 -2.54500
C 0.21756 -0.37413 -1.39718
C 0.97166 0.95007 -1.26563
N 2.36441 0.73045 -0.88752
C 3.19910 1.92941 -0.99117
C 3.39780 2.53150 -2.39104
O 4.14866 1.70674 -3.27288
C 3.38234 0.72295 -3.95570
H 1.54291 -2.84181 -3.13907
H 2.36817 -2.02704 -1.80193
H 0.82957 -2.89964 -1.51746
H 0.28938 -0.96942 -0.47930
H -0.84157 -0.15133 -1.56263
H 0.48512 1.56727 -0.50262
H 0.89784 1.46898 -2.22784
H 2.76241 0.01460 -1.48590
H 4.18447 1.65706 -0.60211
H 2.80072 2.69975 -0.32148
H 3.98976 3.44469 -2.26693
H 2.45632 2.84681 -2.85396
H 2.36386 1.05303 -4.15583
H 3.37908 -0.21116 -3.38895
H 3.87095 0.51840 -4.91134
C -1.03864 4.61007 -8.94723
O -1.83099 3.89915 -8.00815
C -2.44349 2.73064 -8.55635
C -1.82328 1.46613 -7.95907
N -0.45348 1.27128 -8.43419
C 0.27746 0.22841 -7.71113
C 0.54688 0.45999 -6.21539
O 1.44574 1.53227 -5.94796
C 0.83632 2.81371 -5.89200
H -0.75006 5.56112 -8.49536
H -0.12692 4.05636 -9.18840
H -1.60205 4.81860 -9.86072
H -2.40446 2.71800 -9.65152
H -3.49819 2.76711 -8.26568
H -2.42997 0.59995 -8.24263
H -1.85385 1.56670 -6.86859
H 0.05738 2.14213 -8.33810
H 1.24436 0.12320 -8.21158
H -0.24563 -0.72553 -7.83792
H 1.04232 -0.44021 -5.83562
H -0.37259 0.56357 -5.62978
H -0.18854 2.77281 -5.51388
H 0.86327 3.28781 -6.87445
H 1.42771 3.43821 -5.21662

Force components x, y, z for each atom (eV/Å):
-1.5 -0.5 0.2
-0.5 0.0 3.4
-0.1 0.8 0.8
-0.2 0.6 -0.2
-0.2 0.3 -1.7
0.3 0.5 0.9
-2.4 1.5 2.9
-2.6 -1.7 0.5
-0.9 -2.9 -1.7
2.7 -1.2 -3.5
2.8 2.3 0.2
0.5 2.7 2.0
-2.4 -3.9 -1.7
-1.3 0.4 -0.4
-1.1 3.6 0.1
1.9 3.4 1.3
0.6 1.2 0.6
3.0 -2.8 1.2
0.2 -1.1 0.9
1.7 2.4 -2.2
0.2 0.5 0.7
0.2 -0.2 -0.6
-1.8 -1.6 -2.5
-0.1 0.7 1.2
0.3 -1.5 0.2
1.5 0.3 -1.0
-1.0 0.8 -0.9
0.4 -0.3 -1.8
1.5 0.7 0.4
-1.5 0.7 -0.5
1.7 0.5 -0.8
-0.1 -1.8 -0.7
-1.2 -1.4 0.1
0.5 -0.1 1.7
-1.4 -1.0 0.3
-0.2 -1.6 -1.2
1.2 -0.5 -1.5
1.5 0.8 -0.6
0.4 1.3 1.0
-1.7 0.2 -1.1
-1.2 1.8 -0.2
1.8 -0.1 1.0
1.0 -1.9 0.2
-0.3 1.6 0.9
0.3 -1.2 1.2
-0.6 -1.5 0.7
0.4 1.2 1.2
-1.3 -0.1 -1.3
1.5 -0.5 -0.3
-1.6 -0.4 -0.9
-0.5 -1.0 1.4
0.0 0.1 -0.3
0.1 -0.2 0.4
-0.1 0.5 -0.3
0.2 -0.5 0.0
-0.1 0.2 0.0
0.1 -0.3 -0.2
0.4 0.1 0.2
-0.4 0.2 0.2
0.4 -0.2 0.2
-0.1 0.1 0.0
0.0 -0.1 0.1
0.1 0.0 0.1
0.2 0.0 -0.1
0.0 0.0 0.0
0.0 0.0 0.0
-0.2 0.1 0.0
-0.1 0.1 0.1
0.0 0.1 -0.1
-0.1 0.0 -0.1
0.0 -0.1 0.0
-0.1 -0.2 0.0
0.2 -0.1 0.2
-0.1 -0.1 0.0
0.0 0.1 0.1
0.0 0.0 0.3
0.1 0.0 -0.5
-0.1 -0.3 0.5
0.2 0.4 -0.3
-0.2 -0.1 0.2
0.2 0.3 0.0
0.3 -0.4 -0.2
-0.8 0.1 -0.3
0.4 0.0 0.0
-0.1 -0.1 0.0
0.0 0.0 -0.2
0.1 0.0 0.0
0.2 0.0 0.1
0.0 0.0 0.0
0.1 0.0 0.0
-0.2 0.0 0.1
-0.1 -0.1 0.0
0.0 -0.1 0.1
-0.1 0.1 0.1
0.0 0.1 0.0
0.0 0.2 0.0
0.0 0.0 -0.1
-0.2 0.1 0.0
0.0 -0.1 0.0

2S+1 = 2
frontier orbital gap (alpha / beta) = 9.01 / 8.46 eV



The following is a quantum chemistry calculation of a structure of composition C27H33BiN4O4PS3, from the OMol25 dataset.

Positions of all 73 atoms, in Å:
Bi 0.08899 -0.06814 0.03470
C -0.90049 2.53398 -1.83945
C -1.63932 1.34108 -2.02564
C -2.47532 1.17048 -0.89192
C -2.25782 2.25119 -0.01190
C -1.27695 3.08963 -0.59230
C -0.77764 4.41129 -0.07675
C -2.94367 2.43570 1.31442
C -3.48750 0.06727 -0.72734
C -1.63860 0.44138 -3.23518
C 0.06235 3.19209 -2.79146
H 0.31656 4.48184 -0.09823
H -1.09320 4.59200 0.95543
H -1.15323 5.25757 -0.66773
H -2.92854 1.51306 1.90417
H -3.99438 2.73485 1.20837
H -2.45684 3.20639 1.91983
H -4.43812 0.29590 -1.22991
H -3.71906 -0.11677 0.32553
H -3.13277 -0.88049 -1.14517
H -1.43030 -0.60669 -2.99472
H -0.88442 0.74626 -3.96330
H -2.60728 0.45173 -3.75041
H 1.10235 3.16221 -2.44696
H -0.18171 4.25174 -2.93921
H 0.03792 2.72145 -3.77744
O 3.30672 -2.87944 0.48595
C 2.68985 -1.89371 0.08748
N 1.94720 -1.01011 0.95640
C 2.52455 -0.59192 2.09852
O 3.46036 -1.07896 2.71904
C 2.02213 0.77220 2.59807
C 2.66507 1.40466 3.64755
C 2.27019 2.68807 3.97948
C 1.24125 3.28966 3.27391
C 0.64302 2.58114 2.24693
N 1.05174 1.35702 1.91843
C 2.65109 -1.44022 -1.27113
C 3.39238 -2.08834 -2.28863
C 3.40015 -1.59387 -3.55488
C 2.62444 -0.42652 -3.85737
C 1.88772 0.13724 -2.85217
N 1.88712 -0.30569 -1.57887
H 3.44574 0.86713 4.16607
H 2.75723 3.21707 4.79089
H 0.89946 4.28875 3.51121
H -0.17769 2.97073 1.65740
H 3.93981 -2.98026 -2.01488
H 3.97142 -2.08781 -4.33243
H 2.58447 -0.01253 -4.85618
H 1.25011 0.98879 -3.04565
C -4.44339 -2.40324 4.68565
C -3.33576 -1.41670 4.97681
O -2.08648 -2.07290 4.75648
P -0.92837 -1.26148 3.95463
S -1.57392 -1.14626 2.06823
S -0.42574 0.35321 4.92976
O 0.21050 -2.37653 3.91611
C 1.24622 -2.51225 4.89625
C 2.31194 -3.39593 4.29281
H -5.41691 -1.94803 4.88846
H -4.33735 -3.29579 5.30565
H -4.40600 -2.70299 3.63729
H -3.36462 -1.06654 6.01116
H -3.42784 -0.54239 4.32882
H 0.81711 -2.95408 5.80039
H 1.63204 -1.52409 5.14707
H 1.89747 -4.37098 4.02985
H 3.11868 -3.53980 5.01773
H 2.72583 -2.93984 3.39173
S -0.32311 -4.10615 -2.87837
C -0.34534 -2.97650 -1.70340
N -0.38948 -2.16709 -0.85670

Force components x, y, z for each atom (eV/Å):
0.4 0.5 -0.4
0.1 -0.2 0.1
0.0 0.0 -0.1
-0.1 -0.2 -0.2
0.2 -0.1 0.1
0.0 -0.1 0.1
-0.1 0.1 -0.1
0.0 0.0 0.0
0.0 0.0 0.0
-0.1 0.0 0.0
-0.1 0.0 0.0
0.0 0.0 0.0
0.0 0.0 -0.1
0.0 0.0 0.0
0.0 0.0 0.0
0.0 0.0 0.0
0.0 0.0 0.0
0.0 0.0 0.0
0.0 0.0 0.0
0.0 0.0 0.0
0.0 0.0 0.0
0.0 0.0 0.0
0.0 0.0 0.0
0.0 0.0 0.0
0.0 0.0 0.0
0.0 0.0 0.0
0.0 0.0 0.0
-0.1 0.0 0.3
0.1 -0.1 0.0
-0.2 0.5 0.1
0.2 0.0 -0.1
0.2 -0.4 -0.3
0.0 0.1 0.1
0.2 -0.1 0.1
-0.1 0.1 -0.1
0.0 -0.2 0.1
-0.1 0.3 -0.1
0.0 0.4 -0.3
-0.1 0.0 0.2
0.0 0.1 -0.2
0.1 -0.1 0.1
0.0 -0.2 0.2
0.0 -0.3 0.0
0.0 0.0 0.0
0.0 0.0 0.0
0.0 0.0 0.0
0.1 -0.1 0.1
0.0 0.0 0.0
0.0 0.0 0.0
0.0 0.0 0.0
0.0 0.0 0.0
-0.1 0.0 0.0
0.1 -0.1 0.0
0.0 0.0 0.0
0.2 -0.1 -0.1
-0.4 0.0 0.1
-0.1 0.1 0.2
0.0 0.0 0.1
0.0 -0.1 -0.1
0.0 -0.1 0.0
0.0 0.0 0.0
0.0 0.0 0.0
0.0 0.0 0.0
0.0 0.0 0.0
0.0 0.0 0.0
0.0 0.0 0.0
0.0 0.1 0.0
0.0 0.0 0.1
0.0 0.0 0.0
0.0 -0.1 0.1
0.0 0.1 0.2
-0.1 -0.1 -0.1
0.0 0.0 -0.1

2S+1 = 2
frontier orbital gap (alpha / beta) = 4.52 / 6.14 eV
total charge = -2



The following is a quantum chemistry calculation of a structure of composition C37H30KN3O2P in a non-equilibrium geometry, from the OMol25 dataset.

Positions of all 74 atoms, in Å:
K -0.29373 0.14822 -0.16589
O -4.47719 0.82125 -2.10645
C -4.34844 2.09470 -2.51638
C -5.50735 2.75474 -2.93826
C -5.44298 4.06111 -3.37540
C -4.22491 4.73986 -3.40595
C -3.08306 4.08118 -2.98592
C -3.11400 2.76257 -2.53193
C -1.86216 2.06008 -2.08120
O -1.97402 0.84681 -1.73114
N -0.76263 2.81576 -2.09256
N 0.32724 2.08319 -1.69197
C 1.40064 2.73477 -1.49296
C 2.62832 2.01944 -1.00519
C 3.82562 2.72279 -0.92824
C 4.96055 2.07603 -0.46833
C 4.86675 0.74718 -0.09628
C 3.62701 0.12926 -0.19470
N 2.53044 0.73637 -0.63212
H -3.54918 0.54257 -1.85364
H -6.43882 2.20498 -2.90353
H -6.35075 4.56119 -3.69406
H -4.17028 5.76547 -3.74564
H -2.12293 4.57899 -2.98834
H 1.44132 3.81642 -1.63468
H 3.85297 3.76333 -1.22416
H 5.90031 2.61001 -0.39966
H 5.71766 0.19250 0.27517
H 3.50320 -0.90464 0.11153
C 1.16923 -2.53687 -1.82888
C 1.06316 -2.91453 -0.49586
C -0.18968 -3.08437 0.08335
C -1.33588 -2.89690 -0.68585
C -1.22776 -2.51700 -2.01706
C 0.02454 -2.33004 -2.58765
H 2.14376 -2.35969 -2.26672
H 1.94729 -3.03235 0.11864
H -0.27157 -3.31230 1.13804
H -2.31097 -2.98161 -0.22392
H -2.11980 -2.31380 -2.59467
H 0.10990 -1.98831 -3.61068
C 0.76459 -4.24832 3.66518
C 1.89099 -3.57375 3.21077
C 1.85672 -2.19193 3.07367
C 0.71976 -1.45211 3.39820
C -0.40130 -2.14314 3.85348
C -0.37934 -3.52617 3.98543
P 0.77044 0.36976 3.12608
C 1.59628 0.93991 4.67153
C 1.97109 0.11606 5.72749
C 2.62816 0.62706 6.84354
C 2.91769 1.97983 6.92588
C 2.54481 2.81748 5.87833
C 1.90187 2.30026 4.76663
C -0.97177 0.85417 3.31817
C -1.48147 1.42316 4.48771
C -2.82944 1.73959 4.56076
C -3.63796 1.46177 3.46084
C -3.09325 0.88277 2.31675
C -1.72979 0.54726 2.16159
H 0.77038 -5.32769 3.75202
H 2.79220 -4.11570 2.95093
H 2.73565 -1.67522 2.69773
H -1.30332 -1.58712 4.07961
H -1.26462 -4.04532 4.33169
H 1.73815 -0.94101 5.68875
H 2.90403 -0.03880 7.65230
H 3.42696 2.38154 7.79270
H 2.75928 3.87811 5.92533
H 1.62296 2.96844 3.95863
H -0.83604 1.61841 5.33908
H -3.24241 2.18977 5.45632
H -4.69561 1.70510 3.49875
H -3.78501 0.70105 1.49437

Force components x, y, z for each atom (eV/Å):
0.6 -0.9 0.6
0.1 -0.1 0.0
-0.1 -0.1 0.0
0.1 0.0 0.0
0.0 0.1 0.0
0.0 -0.2 0.1
0.0 0.1 0.0
0.2 0.0 0.0
-0.4 0.3 -0.3
-0.3 0.3 -0.6
0.3 -0.5 0.1
-0.3 0.6 -0.4
0.7 -0.4 0.3
-0.9 0.5 -0.3
0.2 0.0 0.1
-0.1 0.2 -0.1
0.0 -0.2 0.1
-0.1 0.2 0.0
0.1 0.0 -0.1
0.0 0.1 0.0
0.0 0.0 0.0
0.0 0.0 0.0
0.0 0.0 0.0
0.0 0.0 0.0
0.1 0.0 0.0
0.0 0.0 0.0
0.0 0.0 0.0
0.0 0.0 0.0
0.0 0.0 0.0
0.0 0.1 0.0
-0.1 0.1 0.1
0.0 0.0 -0.1
0.1 0.1 0.1
0.0 0.0 0.0
0.0 0.0 0.0
0.0 0.0 0.0
0.0 0.0 0.0
0.0 -0.1 0.0
0.0 0.0 0.0
0.0 0.0 0.0
0.0 0.0 0.0
0.0 0.1 0.0
-0.1 0.1 0.0
0.1 0.0 0.0
0.1 -0.1 0.0
-0.1 0.1 0.0
0.1 0.0 0.0
0.0 0.0 -0.1
0.0 -0.1 0.0
0.0 -0.1 0.1
0.0 0.0 -0.1
0.0 0.0 -0.1
0.0 0.0 0.1
0.0 0.1 0.0
-0.1 -0.1 0.0
0.1 0.0 0.1
0.0 0.0 -0.1
0.1 0.0 0.0
0.0 0.0 0.0
-0.1 0.1 0.6
0.0 0.0 0.0
0.0 0.0 0.0
0.0 0.0 0.0
0.0 0.0 0.0
0.0 0.0 0.0
0.0 0.0 0.0
0.0 0.0 0.0
0.0 0.0 0.0
0.0 0.0 0.0
0.0 0.0 0.0
0.0 0.0 0.0
0.0 0.0 0.0
0.0 0.0 0.0
0.0 0.0 0.0

relative energy (zero: lowest compared OMol25 entry of this formula, charge and spin) = 56.2 kJ/mol
frontier orbital gap = 6.03 eV
total charge = -1



The following is a quantum chemistry calculation of the ion C4H3BrN with charge +1 in a non-equilibrium geometry, from the OMol25 dataset.

Positions of all 9 atoms, in Å:
Br 3.01144 -0.30663 0.02035
C 1.16273 -0.09654 0.06367
N 0.49814 1.35625 -0.01155
C -0.73679 1.09977 -0.00420
C -1.07041 -0.32948 0.09577
C 0.11788 -1.02648 -0.06112
H -1.32340 1.99076 -0.10592
H -2.03478 -0.67112 0.11701
H 0.37519 -2.01652 -0.11401

Force components x, y, z for each atom (eV/Å):
-2.5 0.3 0.2
0.1 2.7 -1.1
2.3 -1.7 0.4
1.2 1.5 0.3
3.3 -0.8 -1.1
-0.9 1.7 1.1
-1.1 -0.1 0.0
-2.2 -1.2 0.2
-0.2 -2.5 0.0

relative energy (zero: lowest compared OMol25 entry of this formula, charge and spin) = 12.6 kJ/mol
frontier orbital gap = 7.45 eV
structure (SMILES) = BrC1=[N+]=CC=C1
total charge = +1



| no. | energy (hartree) |
| --- | --- |
| 1 | -1886.33081 |
| 2 | -3319.36297 |
| 3 | -2684.03900 |
| 4 | -2782.57951 |